(1)
DFT (ωB97M-V/def2-TZVPD) results for a single C5H10O2 molecule.

- Total energy: -9440.91798 eV
- Kohn-Sham gap: 10.7 eV
- ΔE to the lowest compared entry with this formula, charge and spin: 205.0 kJ/mol
- SMILES string: C[C@@H](O)[C@H]1CCO1

Cartesian coordinates (Å):
H1 1.4570 0.4348 -1.6945
H2 0.3040 -2.6170 0.6386
O1 -1.2610 0.2038 -1.4607
H3 0.8503 -1.8538 2.1568
O2 1.0680 -0.6748 0.4247
H4 -0.9549 -0.7080 -1.3924
H5 0.6126 1.8224 -2.4208
C1 0.8836 1.3411 -1.4765
H6 0.3186 1.0507 1.3581
C2 0.3701 -1.6695 1.1864
H7 -0.9331 1.9011 -0.4500
H8 -1.2901 -0.5948 2.2448
C3 -0.8907 -0.7982 1.2498
C4 0.0115 0.2894 0.6279
H9 -1.7019 -1.1305 0.5974
C5 -0.3742 0.9859 -0.6823
H10 1.5303 2.0176 -0.9072

---

(2)
DFT (ωB97M-V/def2-TZVPD) results for a molecular structure, C21H35ClN2NbO3 at a distorted geometry.

- Total energy: -45534.10124 eV
- Kohn-Sham gap: 6.8 eV
- Charge: -1

Cartesian coordinates (Å):
H1 -4.2907 -4.0019 5.6671
O1 -4.9079 -6.4725 4.7898
C1 -4.8524 -7.0301 3.4860
N1 -1.6561 0.0267 -0.0165
H2 -5.8737 -7.1253 3.1157
C2 0.9936 2.6856 -3.7426
H3 -3.5641 -6.2937 6.3044
H4 4.7764 2.2457 -0.2839
H5 5.9768 0.8330 -0.5083
H6 -2.5373 -4.2149 5.5448
H7 -0.9418 2.3331 1.1114
C3 1.7543 3.8029 -0.4884
H8 -4.2898 -6.3977 2.7958
H9 0.6455 1.5041 1.2656
H10 -4.8751 -2.5846 3.7459
H11 0.5302 -3.4021 0.8513
C4 0.1692 2.4748 0.9910
C5 0.4002 -1.4492 -0.3279
H12 2.0320 1.1543 -5.0755
C6 1.7097 2.2033 -4.9329
Cl1 0.3849 -0.5756 -3.7283
O2 -3.4853 -4.1128 3.7515
C7 -0.0345 -2.4843 0.5964
C8 4.7655 1.2925 -2.2849
H13 2.8114 1.0153 -0.3425
H14 -3.0464 -0.8659 1.2644
H15 -1.8070 -2.9210 1.9032
C9 5.5180 1.7480 -0.9566
C10 0.6566 4.1076 -3.7377
H16 2.4841 3.1991 0.1238
N2 0.9433 5.0378 -4.6862
H17 -0.3996 3.6561 -0.8110
C11 -3.6362 -6.0239 5.2456
C12 2.5822 0.8433 -1.4400
O3 3.4141 1.7287 -2.2611
H18 0.4512 3.2484 1.7545
C13 -2.0289 -0.9974 0.8049
H19 2.5848 5.6765 0.2803
C14 1.9997 3.1737 -5.9923
H20 2.5109 2.8261 -6.9196
C15 0.4074 2.9265 -0.4998
H21 -5.5727 -4.2261 3.6411
C16 -3.4976 -4.5164 5.1148
H22 5.2723 1.8426 -3.1290
Nb1 0.4104 1.2804 -2.0294
H23 0.9319 5.9103 -0.3959
H24 -4.3996 -8.0265 3.5251
H25 1.3644 -1.5616 -0.8626
H26 6.3300 2.4914 -1.1832
C17 -4.7388 -3.5901 3.3340
C18 1.5657 5.1993 0.1975
H27 1.8350 5.2731 -6.5754
C19 -1.3424 -2.1980 1.1728
H28 0.1133 4.4806 -2.8344
H29 -2.8302 -6.5377 4.7122
H30 -1.3320 1.5860 -2.4985
H31 1.1588 5.1582 1.2352
C20 1.5871 4.5399 -5.7663
H32 -4.7340 -3.5255 2.2458
H33 2.9316 -0.2014 -1.7060
C21 -0.4233 -0.2855 -0.5430
H34 4.8850 0.2033 -2.5135
H35 2.2103 3.9135 -1.4987

---

(3)
DFT (ωB97M-V/def2-TZVPD) results for a molecular structure, CH3N5S at a distorted geometry.

- Total energy: -19367.59589 eV
- Kohn-Sham gap: 8.2 eV
- ΔE to the lowest compared entry with this formula, charge and spin: 151.1 kJ/mol

Cartesian coordinates (Å):
N1 -1.9368 -0.6483 -0.2481
N2 1.3444 0.1191 0.2724
N3 -0.8018 -0.2684 -0.7789
C1 0.1614 -0.2135 0.2882
H1 -0.5331 -0.0395 2.3169
N4 -1.8387 -0.9145 1.0399
H2 -2.1993 -1.8998 1.1294
N5 -0.4607 -0.8166 1.5011
H3 2.8315 1.4191 -0.7906
S1 1.5492 1.2189 -1.0556

---

(4)
DFT (ωB97M-V/def2-TZVPD) results for a single C4H8 molecule at a distorted geometry.

- Total energy: -4276.75615 eV
- Kohn-Sham gap: 10.8 eV
- ΔE to the lowest compared entry with this formula, charge and spin: 42.2 kJ/mol
- SMILES string: C=CCC

Cartesian coordinates (Å):
H1 -0.0404 2.5703 -1.5284
H2 -0.3020 0.2562 1.4158
H3 0.2205 2.5890 0.2623
H4 -0.2591 0.1319 -1.5430
H5 0.1654 -2.3399 1.0801
C1 0.1395 1.9855 -0.6354
C2 0.0958 0.6652 -0.6641
H6 0.1018 -2.0302 -0.6040
C3 -0.2390 -1.6323 0.3558
H7 1.2372 -0.1454 0.9052
H8 -1.3125 -1.8340 0.3967
C4 0.1928 -0.2163 0.5590

---

What did the second record say?
DFT (ωB97M-V/def2-TZVPD) results for a molecular structure, C21H35ClN2NbO3 at a distorted geometry.

- Total energy: -45534.10124 eV
- Kohn-Sham gap: 6.8 eV
- Charge: -1

Cartesian coordinates (Å):
H1 -4.2907 -4.0019 5.6671
O1 -4.9079 -6.4725 4.7898
C1 -4.8524 -7.0301 3.4860
N1 -1.6561 0.0267 -0.0165
H2 -5.8737 -7.1253 3.1157
C2 0.9936 2.6856 -3.7426
H3 -3.5641 -6.2937 6.3044
H4 4.7764 2.2457 -0.2839
H5 5.9768 0.8330 -0.5083
H6 -2.5373 -4.2149 5.5448
H7 -0.9418 2.3331 1.1114
C3 1.7543 3.8029 -0.4884
H8 -4.2898 -6.3977 2.7958
H9 0.6455 1.5041 1.2656
H10 -4.8751 -2.5846 3.7459
H11 0.5302 -3.4021 0.8513
C4 0.1692 2.4748 0.9910
C5 0.4002 -1.4492 -0.3279
H12 2.0320 1.1543 -5.0755
C6 1.7097 2.2033 -4.9329
Cl1 0.3849 -0.5756 -3.7283
O2 -3.4853 -4.1128 3.7515
C7 -0.0345 -2.4843 0.5964
C8 4.7655 1.2925 -2.2849
H13 2.8114 1.0153 -0.3425
H14 -3.0464 -0.8659 1.2644
H15 -1.8070 -2.9210 1.9032
C9 5.5180 1.7480 -0.9566
C10 0.6566 4.1076 -3.7377
H16 2.4841 3.1991 0.1238
N2 0.9433 5.0378 -4.6862
H17 -0.3996 3.6561 -0.8110
C11 -3.6362 -6.0239 5.2456
C12 2.5822 0.8433 -1.4400
O3 3.4141 1.7287 -2.2611
H18 0.4512 3.2484 1.7545
C13 -2.0289 -0.9974 0.8049
H19 2.5848 5.6765 0.2803
C14 1.9997 3.1737 -5.9923
H20 2.5109 2.8261 -6.9196
C15 0.4074 2.9265 -0.4998
H21 -5.5727 -4.2261 3.6411
C16 -3.4976 -4.5164 5.1148
H22 5.2723 1.8426 -3.1290
Nb1 0.4104 1.2804 -2.0294
H23 0.9319 5.9103 -0.3959
H24 -4.3996 -8.0265 3.5251
H25 1.3644 -1.5616 -0.8626
H26 6.3300 2.4914 -1.1832
C17 -4.7388 -3.5901 3.3340
C18 1.5657 5.1993 0.1975
H27 1.8350 5.2731 -6.5754
C19 -1.3424 -2.1980 1.1728
H28 0.1133 4.4806 -2.8344
H29 -2.8302 -6.5377 4.7122
H30 -1.3320 1.5860 -2.4985
H31 1.1588 5.1582 1.2352
C20 1.5871 4.5399 -5.7663
H32 -4.7340 -3.5255 2.2458
H33 2.9316 -0.2014 -1.7060
C21 -0.4233 -0.2855 -0.5430
H34 4.8850 0.2033 -2.5135
H35 2.2103 3.9135 -1.4987